Molecular formula: C21H58O18S8
Method: DFT, wB97M-V/def2-TZVPD

Calculated values
HOMO energy (eV): -8.12
E_LUMO (eV): 0.42
Orbital gap (eV): 8.535

ORCA input file:
```
! RIJCOSX wB97M-V def2-TZVPD def2/J DEFGRID3
* xyz 0 1
C -5.7452 6.1120 -4.4256
S -4.9597 5.5027 -2.8189
O -5.6322 4.1818 -2.3919
C -3.2384 5.1895 -3.3784
H -5.0088 6.4547 -5.1526
H -6.4800 6.8943 -4.2355
H -6.2811 5.2850 -4.8915
H -3.1060 5.6434 -4.3604
H -3.0035 4.1305 -3.2710
H -2.5921 5.8348 -2.7834
C -3.6593 2.8156 1.6540
S -4.3582 2.3926 -0.0026
O -3.9400 0.9700 -0.2600
C -6.1909 2.3388 0.4464
H -4.1905 3.6138 2.1725
H -2.6740 3.2811 1.6793
H -3.6985 1.9858 2.3597
H -6.2985 1.9520 1.4597
H -6.8050 1.6801 -0.1677
H -6.6228 3.3392 0.4171
C -4.6721 -5.2900 -3.2797
S -2.9986 -5.3530 -2.5069
O -2.3977 -4.0394 -2.8981
C -3.7084 -5.2340 -0.7948
H -5.3791 -6.0271 -2.8991
H -4.5236 -5.5826 -4.3191
H -5.0971 -4.2875 -3.3302
H -2.9582 -4.7833 -0.1450
H -4.0217 -6.2119 -0.4291
H -4.5704 -4.5670 -0.7915
O 5.3929 3.0327 -3.2296
S 4.2895 2.7395 -2.3131
O 3.9600 3.6229 -1.2096
O 2.9321 2.4475 -3.2612
C 3.1674 1.7817 -4.4986
C 1.7902 1.1477 -4.8845
C 4.5810 1.0642 -1.5988
H 3.9513 1.0414 -4.3383
H 3.4934 2.4651 -5.2827
H 1.7935 0.4157 -5.6922
H 1.0221 1.8685 -5.1647
H 1.3594 0.6920 -3.9930
H 4.9024 0.2557 -2.2555
H 3.6431 0.8783 -1.0755
H 5.3100 1.1492 -0.7929
O -1.0918 4.3984 -0.7226
S -0.2142 4.6513 0.4378
O -0.7329 5.3626 1.6149
O 0.5947 3.2438 0.8885
C 1.2319 3.2812 2.1315
C 2.4665 2.3797 2.1085
C 1.2156 5.6266 -0.1288
H 0.5406 2.9256 2.8956
H 1.4543 4.2863 2.4899
H 2.7045 2.2263 1.0559
H 2.4557 1.4334 2.6494
H 3.3488 2.8596 2.5320
H 1.9533 5.5788 0.6723
H 1.0299 6.6980 -0.2043
H 1.5019 5.0875 -1.0319
O -0.1883 -5.0980 1.9995
S -1.1463 -4.8528 3.0765
O -2.1961 -3.9129 2.9266
O -1.9561 -6.2412 3.4636
C -1.2502 -7.5193 3.3836
C -1.4039 -8.1022 1.9724
C -0.3800 -4.6209 4.8234
H -1.3825 -8.3111 4.1210
H -0.1912 -7.2730 3.4602
H -2.3875 -8.5480 1.8244
H -0.5824 -8.7704 1.7141
H -1.1906 -7.4350 1.1372
H -1.2391 -4.3966 5.4555
H 0.2276 -3.7236 4.9412
H 0.0788 -5.5544 5.1491
O 2.1739 -1.5219 0.3384
S 0.7275 -1.2852 0.1757
O -0.2154 -1.1531 1.2743
O 0.4914 -0.0214 -0.8151
C -0.7897 0.3713 -1.0091
C -0.6602 1.3013 -2.1938
C 0.0645 -2.5832 -0.9678
H -1.1082 0.9218 -0.1239
H -1.5754 -0.3704 -1.1529
H -1.4978 1.9984 -2.2207
H -0.6348 0.8002 -3.1614
H 0.2116 1.9554 -2.1777
H 0.6514 -2.5780 -1.8864
H -0.9623 -2.3415 -1.2422
H 0.0274 -3.5616 -0.4889
O 5.9506 0.8323 1.6031
S 6.0876 0.7165 3.0849
O 5.6179 1.6784 4.0583
O 5.4821 -0.7987 3.4917
C 4.4959 -1.3364 2.6926
C 3.7035 -2.3445 3.5195
C 7.8484 0.2951 3.4318
H 4.8769 -1.7927 1.7789
H 3.8763 -0.5051 2.3561
H 3.3488 -1.9901 4.4872
H 4.3227 -3.1830 3.8384
H 2.9726 -2.8167 2.8631
H 8.0773 -0.6045 2.8603
H 7.9955 0.2099 4.5084
H 8.3921 1.2041 3.1744
*
```